Computed, not measured: an isolated molecule of C13H21NO3S, with the ωB97M-V functional and the def2-TZVPD basis.

Properties
Frontier orbital gap   0.335 Ha
Relative energy (zero: lowest compared OMol25 entry of this formula, charge and spin)   59.7 kJ/mol
Charge   0
SMILES string   Cc1ccc(C(C)C)c(OCCNS(C)(=O)=O)c1
LUMO level   0.63 eV

Each line ends with the natural charge from an NBO analysis.
Element x y z (Å)
C (2.853, -0.722, -2.314)  -0.632
C (1.364, -0.630, -2.161)  0.001
C (0.540, -1.593, -2.725)  -0.241
C (-0.831, -1.494, -2.589)  -0.174
C (-1.430, -0.457, -1.887)  -0.090
C (-2.936, -0.411, -1.780)  -0.229
C (-3.499, 0.838, -2.460)  -0.603
C (-3.401, -0.495, -0.324)  -0.603
C (-0.597, 0.510, -1.305)  0.377
O (-1.209, 1.552, -0.649)  -0.536
C (-0.539, 2.223, 0.391)  -0.064
C (-0.515, 1.397, 1.689)  -0.259
N (0.200, 0.157, 1.517)  -0.897
S (1.398, -0.270, 2.586)  2.314
C (2.877, -0.040, 1.578)  -0.862
O (1.433, 0.674, 3.665)  -0.948
O (1.258, -1.666, 2.873)  -0.941
C (0.781, 0.412, -1.458)  -0.303
H (3.350, 0.143, -1.881)  0.210
H (3.230, -1.621, -1.827)  0.219
H (3.121, -0.783, -3.368)  0.224
H (0.971, -2.417, -3.274)  0.210
H (-1.461, -2.248, -3.038)  0.209
H (-3.327, -1.289, -2.307)  0.202
H (-3.184, 0.874, -3.501)  0.209
H (-3.144, 1.733, -1.959)  0.219
H (-4.586, 0.824, -2.427)  0.204
H (-3.102, 0.395, 0.220)  0.209
H (-2.973, -1.371, 0.162)  0.204
H (-4.485, -0.575, -0.285)  0.209
H (0.477, 2.511, 0.106)  0.169
H (-1.121, 3.133, 0.561)  0.200
H (0.008, 1.954, 2.469)  0.240
H (-1.544, 1.218, 2.018)  0.200
H (-0.345, -0.631, 1.213)  0.423
H (3.727, -0.402, 2.142)  0.247
H (2.977, 1.017, 1.375)  0.234
H (2.742, -0.611, 0.670)  0.243
H (1.427, 1.163, -1.030)  0.206

---

Computed, not measured: a structure of composition C42H42Li2O18S, with the ωB97M-V functional and the def2-TZVPD basis.

Properties
Frontier orbital gap   0.227 Ha
Relative energy (zero: lowest compared OMol25 entry of this formula, charge and spin)   142.1 kJ/mol
Charge   0
LUMO level   -1.31 eV

Each line ends with the Löwdin charge.
Element x y z (Å)
Li (-0.103, -1.682, -3.014)  0.834
Li (1.784, 3.430, -0.260)  0.844
S (0.708, 0.432, -0.762)  0.284
O (0.869, 1.924, -0.889)  -0.427
O (-0.246, 0.071, 0.185)  -0.278
O (0.347, -0.142, -2.046)  -0.388
O (1.998, -0.082, -0.398)  -0.343
C (-5.573, 0.901, -2.318)  -0.024
C (-5.776, 2.205, -2.669)  -0.019
C (-4.862, 3.264, -2.373)  -0.324
C (-3.685, 2.961, -1.707)  0.078
C (-3.465, 1.578, -1.200)  0.067
C (-4.507, 0.655, -1.439)  -0.283
O (-4.394, -0.598, -0.817)  0.015
O (-5.109, 4.478, -2.851)  0.052
H (-6.446, 0.252, -2.308)  0.122
H (-6.462, 2.279, -3.437)  0.090
H (-3.081, 3.548, -1.618)  -0.034
H (-2.747, 1.189, -0.560)  0.063
H (-3.799, -0.665, -0.071)  0.058
H (-5.901, 4.932, -2.555)  0.116
C (1.758, -0.678, 5.516)  -0.011
C (2.045, 0.142, 4.400)  -0.040
C (2.577, -0.347, 3.262)  -0.403
C (3.038, -1.644, 3.279)  0.009
C (2.752, -2.621, 4.302)  0.035
C (2.078, -2.071, 5.416)  -0.357
O (1.940, -2.889, 6.413)  0.088
O (2.675, 0.388, 2.138)  0.022
H (1.330, -0.330, 6.443)  0.104
H (1.443, 1.197, 4.336)  0.166
H (3.472, -2.040, 2.279)  0.141
H (2.917, -3.599, 4.295)  0.063
H (2.414, -3.626, 6.632)  0.073
H (2.655, 0.150, 1.197)  0.054
C (-1.405, -1.306, 3.130)  -0.009
C (-1.653, -1.597, 4.439)  -0.028
C (-2.665, -2.516, 4.831)  -0.280
C (-3.368, -3.152, 3.861)  -0.006
C (-3.077, -2.937, 2.505)  -0.008
C (-2.194, -1.993, 2.103)  -0.307
O (-1.904, -1.607, 0.835)  0.000
O (-2.996, -2.697, 6.195)  0.045
H (-0.587, -0.533, 2.797)  0.145
H (-1.185, -0.839, 5.206)  0.148
H (-4.061, -3.870, 4.184)  0.105
H (-3.528, -3.316, 1.750)  0.056
H (-1.390, -0.780, 0.715)  0.012
H (-2.557, -2.237, 6.841)  0.043
C (1.499, -3.519, 0.717)  -0.016
C (0.981, -4.593, 1.445)  0.005
C (1.749, -5.772, 1.564)  -0.361
C (2.928, -5.864, 0.843)  -0.009
C (3.355, -4.818, -0.010)  -0.004
C (2.669, -3.608, -0.075)  -0.427
O (3.116, -2.569, -0.694)  0.022
O (1.319, -6.705, 2.408)  0.061
H (1.139, -2.467, 0.725)  0.114
H (0.068, -4.447, 1.954)  0.096
H (3.431, -6.800, 1.033)  0.111
H (4.287, -4.773, -0.556)  0.110
H (2.663, -1.641, -0.433)  0.118
H (0.778, -6.690, 3.168)  0.096
C (1.317, 1.980, -6.000)  -0.003
C (1.152, 2.397, -4.701)  -0.018
C (0.032, 3.081, -4.169)  -0.278
C (-0.971, 3.389, -5.149)  -0.029
C (-0.829, 3.040, -6.471)  -0.050
C (0.355, 2.459, -6.969)  -0.298
O (0.768, 2.481, -8.274)  0.008
O (-0.224, 3.286, -2.821)  -0.030
H (2.173, 1.721, -6.362)  0.030
H (1.893, 2.241, -3.999)  0.080
H (-2.013, 3.682, -4.713)  0.147
H (-1.642, 3.448, -7.133)  0.127
H (1.501, 1.730, -8.334)  0.167
H (-0.016, 2.700, -2.031)  0.042
C (3.612, -0.436, -3.501)  -0.004
C (3.679, -0.539, -4.915)  -0.015
C (4.575, 0.304, -5.672)  -0.277
C (5.242, 1.423, -5.048)  -0.027
C (5.139, 1.537, -3.678)  -0.029
C (4.417, 0.576, -2.928)  -0.282
O (4.383, 0.631, -1.562)  0.060
O (4.524, 0.148, -7.086)  -0.001
H (2.963, -0.996, -2.912)  0.068
H (2.880, -1.189, -5.578)  0.163
H (5.834, 2.184, -5.727)  0.152
H (5.598, 2.326, -3.169)  0.094
H (3.563, 0.531, -1.213)  -0.017
H (5.204, 0.489, -7.606)  0.058
C (-2.659, 1.616, 2.444)  0.039
C (-3.809, 2.041, 3.251)  0.067
C (-3.635, 2.913, 4.342)  -0.374
C (-2.414, 3.500, 4.575)  -0.020
C (-1.348, 3.186, 3.739)  0.003
C (-1.445, 2.282, 2.659)  -0.351
O (-0.385, 2.141, 1.883)  0.022
O (-4.631, 2.986, 5.190)  0.069
H (-2.485, 1.015, 1.691)  0.031
H (-4.601, 1.471, 3.129)  0.058
H (-2.339, 4.156, 5.359)  0.087
H (-0.545, 3.767, 3.986)  0.079
H (-0.391, 1.346, 1.290)  0.047
H (-4.479, 3.639, 5.900)  0.127

---

Computed, not measured: a cluster of 13 separate species, C41H108O23 in total, with the ωB97M-V functional and the def2-TZVPD basis.

Properties
Frontier orbital gap   0.348 Ha
Relative energy (zero: lowest compared OMol25 entry of this formula, charge and spin)   159.5 kJ/mol
Charge   0
LUMO level   0.29 eV

Each line ends with the Löwdin charge.
Element x y z (Å)
C (-0.140, 7.584, 2.199)  -0.105
O (0.640, 8.379, 1.315)  -0.174
C (0.020, 8.478, 0.052)  -0.239
C (0.929, 9.236, -0.826)  -0.208
O (0.750, 10.612, -0.507)  -0.175
C (1.213, 11.591, -1.446)  -0.098
H (0.520, 7.154, 2.952)  0.087
H (-0.696, 6.766, 1.740)  0.081
H (-0.880, 8.256, 2.633)  0.087
H (-1.000, 8.837, 0.187)  0.132
H (-0.155, 7.482, -0.357)  0.121
H (0.657, 9.005, -1.856)  0.121
H (1.966, 8.907, -0.759)  0.132
H (0.897, 12.621, -1.284)  0.081
H (0.897, 11.350, -2.461)  0.079
H (2.301, 11.644, -1.426)  0.079
C (6.437, -1.988, -0.710)  -0.082
O (6.466, -2.965, 0.333)  -0.247
C (7.749, -3.491, 0.632)  -0.200
C (7.587, -4.280, 1.966)  -0.175
O (7.407, -3.434, 3.127)  -0.192
C (6.157, -2.711, 3.225)  -0.081
H (7.188, -1.205, -0.597)  0.086
H (5.446, -1.565, -0.550)  0.090
H (6.544, -2.548, -1.638)  0.086
H (8.373, -2.629, 0.867)  0.122
H (8.184, -4.105, -0.156)  0.121
H (8.514, -4.834, 2.115)  0.117
H (6.799, -5.015, 1.801)  0.117
H (5.373, -3.460, 3.337)  0.080
H (5.938, -2.197, 2.289)  0.070
H (6.123, -2.084, 4.116)  0.086
C (-5.895, 5.899, -0.830)  -0.087
O (-6.346, 7.240, -0.507)  -0.212
C (-7.303, 7.409, 0.594)  -0.151
C (-8.570, 6.526, 0.520)  -0.167
O (-8.439, 5.476, 1.525)  -0.208
C (-9.548, 4.654, 1.764)  -0.128
H (-5.404, 5.929, -1.803)  0.085
H (-6.768, 5.252, -0.913)  0.067
H (-5.216, 5.474, -0.090)  0.083
H (-7.539, 8.469, 0.501)  0.116
H (-6.798, 7.306, 1.554)  0.120
H (-8.721, 6.038, -0.443)  0.117
H (-9.383, 7.228, 0.707)  0.116
H (-10.450, 5.194, 2.052)  0.086
H (-9.334, 4.009, 2.616)  0.080
H (-9.708, 3.946, 0.950)  0.085
C (3.143, -7.082, -2.167)  -0.111
O (4.021, -6.417, -3.036)  -0.174
C (5.303, -6.986, -3.158)  -0.204
C (5.374, -8.369, -3.768)  -0.212
O (5.040, -9.401, -2.871)  -0.202
C (4.757, -10.697, -3.364)  -0.105
H (3.463, -6.991, -1.128)  0.087
H (2.855, -8.084, -2.484)  0.089
H (2.285, -6.417, -2.071)  0.086
H (5.826, -7.009, -2.202)  0.124
H (5.883, -6.256, -3.724)  0.126
H (6.326, -8.531, -4.275)  0.123
H (4.640, -8.475, -4.567)  0.123
H (4.337, -11.354, -2.603)  0.081
H (5.612, -11.242, -3.765)  0.085
H (3.951, -10.675, -4.098)  0.084
C (-3.718, -3.975, -3.084)  -0.095
O (-4.477, -2.780, -2.775)  -0.197
C (-5.936, -2.815, -2.804)  -0.162
C (-6.542, -4.050, -2.111)  -0.220
O (-5.992, -4.371, -0.846)  -0.183
C (-6.470, -3.551, 0.211)  -0.104
H (-3.841, -4.697, -2.276)  0.075
H (-2.649, -3.971, -3.297)  0.083
H (-4.155, -4.468, -3.952)  0.078
H (-6.312, -2.910, -3.823)  0.115
H (-6.248, -1.882, -2.334)  0.118
H (-6.318, -4.953, -2.678)  0.117
H (-7.627, -3.955, -2.080)  0.122
H (-5.928, -3.756, 1.134)  0.087
H (-7.534, -3.667, 0.418)  0.085
H (-6.318, -2.478, 0.091)  0.082
C (-1.538, 0.894, -9.305)  -0.137
O (-2.044, 1.458, -8.140)  -0.159
C (-3.437, 1.188, -8.007)  -0.208
C (-4.130, 1.993, -6.873)  -0.165
O (-3.923, 3.380, -7.118)  -0.185
C (-4.597, 3.980, -8.177)  -0.140
H (-2.099, 1.184, -10.194)  0.086
H (-1.462, -0.189, -9.212)  0.089
H (-0.552, 1.302, -9.527)  0.088
H (-3.687, 0.137, -7.863)  0.121
H (-3.988, 1.478, -8.901)  0.107
H (-3.667, 1.804, -5.905)  0.124
H (-5.201, 1.796, -6.821)  0.120
H (-4.081, 3.902, -9.134)  0.086
H (-4.604, 5.060, -8.031)  0.084
H (-5.673, 3.818, -8.240)  0.089
C (6.374, 8.752, -4.294)  -0.054
O (5.500, 8.356, -5.425)  -0.222
C (4.124, 8.098, -5.115)  -0.204
C (3.594, 7.096, -6.139)  -0.184
O (2.420, 6.517, -5.521)  -0.192
C (1.874, 5.396, -6.252)  -0.112
H (6.124, 8.124, -3.439)  0.076
H (6.166, 9.801, -4.081)  0.080
H (7.390, 8.566, -4.643)  0.083
H (3.525, 9.007, -5.165)  0.123
H (4.102, 7.651, -4.121)  0.115
H (4.279, 6.279, -6.366)  0.124
H (3.391, 7.688, -7.032)  0.122
H (1.380, 5.694, -7.177)  0.085
H (1.276, 4.919, -5.475)  0.085
H (2.400, 4.483, -6.528)  0.076
C (-0.346, 2.641, 11.409)  -0.103
O (0.097, 1.498, 10.660)  -0.196
C (1.510, 1.273, 10.684)  -0.183
C (1.797, 0.388, 9.474)  -0.204
O (1.510, 0.997, 8.214)  -0.193
C (1.459, 0.171, 7.088)  -0.115
H (0.184, 2.740, 12.357)  0.078
H (-1.400, 2.619, 11.686)  0.082
H (-0.147, 3.567, 10.870)  0.082
H (1.861, 0.808, 11.605)  0.126
H (1.954, 2.244, 10.462)  0.124
H (1.249, -0.552, 9.533)  0.120
H (2.817, 0.003, 9.481)  0.118
H (1.366, 0.863, 6.252)  0.089
H (0.526, -0.392, 7.075)  0.086
H (2.349, -0.455, 7.015)  0.087
C (3.272, -8.415, 3.791)  -0.085
O (3.336, -9.768, 3.262)  -0.203
C (4.518, -10.139, 2.531)  -0.204
C (4.398, -11.466, 1.798)  -0.168
O (4.477, -12.469, 2.851)  -0.188
C (4.256, -13.816, 2.530)  -0.128
H (2.336, -8.413, 4.350)  0.084
H (3.276, -7.599, 3.068)  0.078
H (4.085, -8.309, 4.509)  0.080
H (5.339, -10.138, 3.249)  0.128
H (4.674, -9.413, 1.733)  0.115
H (5.248, -11.428, 1.116)  0.118
H (3.479, -11.541, 1.216)  0.127
H (4.897, -14.108, 1.698)  0.077
H (3.254, -14.067, 2.182)  0.083
H (4.576, -14.427, 3.374)  0.088
C (-1.287, 1.530, -0.993)  -0.096
O (-0.907, 1.703, 0.402)  -0.201
C (-1.758, 1.032, 1.383)  -0.161
C (-1.975, -0.471, 1.118)  -0.189
O (-0.847, -1.266, 1.501)  -0.180
C (0.195, -1.350, 0.576)  -0.122
H (-2.342, 1.791, -1.071)  0.084
H (-1.252, 0.526, -1.416)  0.061
H (-0.659, 2.092, -1.684)  0.086
H (-2.783, 1.403, 1.395)  0.110
H (-1.339, 1.345, 2.339)  0.127
H (-2.352, -0.666, 0.114)  0.114
H (-2.837, -0.777, 1.711)  0.119
H (0.821, -2.227, 0.743)  0.087
H (0.796, -0.441, 0.555)  0.086
H (-0.216, -1.444, -0.429)  0.078
O (-2.586, -4.357, 4.675)  -0.053
H (-2.672, -5.226, 4.283)  0.028
H (-2.181, -3.824, 3.991)  0.024
O (-6.698, 1.220, 3.050)  -0.053
H (-6.886, 2.151, 2.932)  0.021
H (-6.240, 1.173, 3.890)  0.025
C (-3.218, 1.503, 7.197)  -0.200
O (-4.328, 2.054, 6.621)  -0.117
H (-2.559, 2.327, 7.470)  0.085
H (-3.440, 0.936, 8.101)  0.074
H (-2.875, 0.733, 6.507)  0.084
H (-4.560, 2.846, 7.111)  0.079